Record 1
Formula: C18H21NO3S
Source: the OMol25 dataset
Level of theory: ωB97M-V/def2-TZVPD

Summary:
Lowest unoccupied orbital energy: 0.53 eV
ΔE to the lowest compared entry with this formula, charge and spin: 29.5 kcal per mole
SMILES string: COc1ccc(NC(=O)[C@@H](C)SCc2ccccc2)cc1OC

Each line ends with the Löwdin charge.
Element x y z (Å)
C 1.0967 -4.4232 2.6848  -0.080
O 0.0867 -3.4411 2.7245  -0.074
C 0.2451 -2.2371 2.1007  -0.206
C -0.6903 -1.2749 2.4690  0.008
C -0.7071 -0.0081 1.9232  -0.018
C 0.2459 0.3240 0.9732  -0.224
N 0.2927 1.5682 0.3379  0.126
C -0.6190 2.5661 0.3673  -0.527
O -1.5930 2.6299 1.0852  0.073
C -0.2772 3.7129 -0.5848  -0.540
C 0.7696 4.6187 0.0538  -0.110
S 0.3506 3.1186 -2.2007  0.920
C -1.1551 2.3068 -2.8662  -0.396
C -1.4382 0.9965 -2.2068  -0.313
C -0.6031 -0.0918 -2.4372  -0.062
C -0.8426 -1.3029 -1.8162  -0.086
C -1.9155 -1.4395 -0.9514  -0.086
C -2.7494 -0.3610 -0.7166  -0.070
C -2.5155 0.8507 -1.3427  -0.051
C 1.1980 -0.6194 0.5984  0.027
C 1.2116 -1.8979 1.1351  -0.191
O 2.1199 -2.8541 0.7511  -0.113
C 3.1044 -2.5135 -0.1912  -0.081
H 0.7655 -5.1984 3.3761  0.092
H 1.2112 -4.8508 1.6867  0.090
H 2.0582 -4.0266 3.0191  0.097
H -1.4220 -1.5598 3.2078  0.123
H -1.4501 0.7109 2.2202  0.105
H 1.0124 1.6610 -0.3720  0.096
H -1.1917 4.2799 -0.7790  0.116
H 1.6918 4.0704 0.2353  0.077
H 0.9895 5.4596 -0.5999  0.073
H 0.3928 4.9956 1.0023  0.090
H -0.9348 2.1797 -3.9265  0.079
H -1.9772 3.0122 -2.7458  0.084
H 0.2392 0.0233 -3.1059  0.113
H -0.1921 -2.1441 -2.0063  0.105
H -2.0956 -2.3815 -0.4566  0.108
H -3.5839 -0.4588 -0.0396  0.111
H -3.1701 1.6885 -1.1520  0.118
H 1.9264 -0.3407 -0.1472  0.111
H 3.7468 -1.7029 0.1682  0.098
H 3.7038 -3.4137 -0.3217  0.097
H 2.6647 -2.2315 -1.1535  0.091

=====

Record 2
Formula: C21H16Cl7N3OPd
Source: the OMol25 dataset
Level of theory: ωB97M-V/def2-TZVPD

Summary:
Lowest unoccupied orbital energy: -0.65 eV

Each line ends with the Löwdin charge.
Element x y z (Å)
Pd 0.1318 0.1242 0.2964  0.961
Cl 5.0073 0.5509 0.7000  0.717
C 3.8788 0.4450 1.9827  -0.606
C 4.2825 0.3813 3.2882  -0.127
C 3.3215 0.3157 4.3092  -0.626
Cl 3.8685 0.2511 5.9316  0.699
C 1.9284 0.2678 4.0429  -0.182
C 0.9332 0.2363 5.0230  0.012
C -0.4143 0.1948 4.6040  -0.037
C -0.7302 0.1403 3.2803  -0.086
N 0.2262 0.1525 2.2993  -0.001
C 1.5323 0.2617 2.6786  -0.142
C 2.4759 0.4188 1.6291  -0.376
O 2.0968 0.5601 0.4117  -0.216
H 5.3308 0.3861 3.5432  0.106
H 1.1916 0.2815 6.0666  0.091
H -1.1969 0.2150 5.3440  0.108
H -1.7593 0.0975 2.9505  0.109
Cl -0.6496 -2.8013 0.3845  0.719
C -2.0449 -1.7861 0.3160  -0.703
C -1.7135 -0.4451 0.3156  -0.442
C -2.7186 0.4985 0.4007  -0.726
Cl -2.0908 2.0983 0.5556  0.725
C -4.0569 0.1367 0.4123  -0.705
Cl -5.2968 1.3171 0.5263  0.698
C -4.3701 -1.2268 0.3382  -0.701
Cl -6.0187 -1.7079 0.3010  0.685
C -3.3680 -2.2051 0.3075  -0.700
Cl -3.7762 -3.8726 0.2716  0.697
C 1.4375 0.7272 -2.2672  -0.152
C 1.4826 0.8174 -3.8097  -0.146
N 0.2516 0.3063 -4.3844  -0.171
C 0.0727 -1.0744 -3.9760  -0.146
C 0.0065 -1.1795 -2.4309  -0.156
N 0.1451 0.1620 -1.8300  -0.248
C -0.9323 1.0289 -2.3507  -0.160
C -0.8643 1.0937 -3.8963  -0.147
H 1.5514 1.7141 -1.8080  0.123
H 2.2365 0.0835 -1.8913  0.114
H 2.3089 0.2301 -4.2139  0.121
H 1.6057 1.8488 -4.1438  0.120
H 0.9043 -1.6559 -4.3778  0.120
H -0.8487 -1.4431 -4.4316  0.120
H 0.8133 -1.8109 -2.0428  0.113
H -0.9530 -1.6029 -2.1230  0.096
H -0.8074 2.0253 -1.9136  0.098
H -1.8952 0.6191 -2.0331  0.106
H -0.7358 2.1212 -4.2412  0.120
H -1.7799 0.7007 -4.3433  0.121

=====

Record 3
Formula: C3H4ClN3O
Source: the OMol25 dataset
Level of theory: ωB97M-V/def2-TZVPD

Summary:
Lowest unoccupied orbital energy: -1.85 eV
ΔE to the lowest compared entry with this formula, charge and spin: 139.7 kcal per mole

Each line ends with the Löwdin charge.
Element x y z (Å)
C 0.4291 -0.8450 0.2760  -0.484
C -1.6587 -0.3551 -0.4174  -0.496
C 0.4313 0.4888 -0.1756  -0.645
H 2.0099 -0.8890 2.1389  0.350
H -1.0759 -2.4299 0.7438  0.311
H -3.5185 0.3832 -0.6144  0.063
H -1.0219 1.4578 -1.2666  0.177
N -0.8018 -1.3940 0.0351  0.093
N -2.9325 -0.5188 -0.7398  0.048
N -0.9450 0.8418 -0.3955  0.056
O 1.3550 -1.6892 0.8853  -0.105
Cl 1.7830 1.5739 0.0893  0.633

=====

Record 4
Formula: H24O12
Source: the OMol25 dataset
Level of theory: ωB97M-V/def2-TZVPD

Summary:
Lowest unoccupied orbital energy: -0.10 eV
ΔE to the lowest compared entry with this formula, charge and spin: 53.3 kcal per mole
SMILES string: O.O.O.O.O.O.O.O.O.O.O.O

Each line ends with the Löwdin charge.
Element x y z (Å)
O -1.3877 -2.6488 -0.8041  0.000
H -0.8917 -2.2097 -0.0975  0.025
H -1.2994 -3.5359 -0.6466  0.018
O 1.0397 3.8271 -0.4135  -0.008
H 1.3586 3.1740 -0.9448  -0.075
H 0.2059 4.2129 -0.6378  0.030
O 2.5477 -0.2601 1.6028  -0.035
H 1.8442 0.3631 1.6087  -0.020
H 3.0467 -0.2436 2.4557  0.096
O -0.8292 -1.1080 1.7374  -0.030
H -0.3770 -0.5350 1.1272  -0.026
H -0.2285 -1.8303 1.8428  0.059
O 0.4805 -2.2065 -2.7589  -0.057
H -0.4420 -2.1940 -2.4966  -0.006
H 0.9624 -2.2017 -1.9503  -0.036
O -3.6682 -1.2079 -2.4117  -0.016
H -2.9040 -1.1194 -1.9027  -0.052
H -4.1980 -1.6745 -1.7963  0.022
O 0.2948 0.1297 -0.3990  -0.053
H 0.2532 0.9458 0.1467  0.044
H -0.5525 0.1483 -0.7786  -0.009
O -2.2916 0.6715 -0.7384  -0.035
H -2.4094 1.3767 -1.3280  0.038
H -3.2152 0.3659 -0.4479  0.120
O 0.4674 1.9095 1.8903  -0.023
H -0.3250 2.0611 2.3515  0.018
H 1.0775 2.3370 2.4649  0.070
O -0.9872 0.7810 3.6549  -0.097
H -0.5413 0.4237 2.8426  0.008
H -1.9033 0.4566 3.7233  0.060
O 2.6643 -1.7424 -0.7398  -0.058
H 2.3979 -1.2223 0.0485  -0.005
H 2.8557 -1.1112 -1.4272  0.017
O 2.3383 1.6788 -1.5832  -0.033
H 3.0600 1.0597 -1.6591  0.042
H 1.5563 1.1291 -1.5355  0.008

=====

Record 5
Formula: C32H80O8
Source: the OMol25 dataset
Level of theory: ωB97M-V/def2-TZVPD

Summary:
Lowest unoccupied orbital energy: 0.70 eV
ΔE to the lowest compared entry with this formula, charge and spin: 313.9 kcal per mole

Each line ends with the Löwdin charge.
Element x y z (Å)
C 2.2080 0.8927 -3.6135  -0.067
C 1.9165 2.3855 -3.9851  -0.237
O 2.9229 3.1318 -3.2844  -0.118
C 2.7531 4.4984 -3.3805  -0.343
C 3.2435 5.2553 -2.2587  -0.093
H 3.1965 0.5139 -3.8566  0.059
H 1.3701 0.2715 -4.0838  0.093
H 2.2014 0.6987 -2.4946  0.058
H 0.8928 2.5825 -3.7318  0.082
H 1.9538 2.4290 -5.0333  0.098
H 1.6480 4.7842 -3.3938  0.132
H 3.0757 4.7977 -4.3113  0.098
H 2.7559 5.0733 -1.3363  0.054
H 3.1297 6.3462 -2.4191  0.093
H 4.3383 5.2937 -1.9992  0.098
C -4.3042 0.5545 -2.6467  -0.058
C -4.3116 0.7769 -4.1843  -0.283
O -2.9934 1.1100 -4.5160  -0.189
C -2.8960 1.3991 -5.9086  -0.272
C -1.5753 1.8185 -6.0507  -0.088
H -4.1816 1.5491 -2.4156  0.023
H -3.2069 0.1847 -2.4430  0.098
H -4.9012 -0.2793 -2.2284  0.090
H -4.9818 1.4463 -4.4127  0.061
H -4.5397 -0.2672 -4.4929  0.130
H -3.7149 2.1550 -5.9087  0.147
H -2.9801 0.4129 -6.3856  0.139
H -1.3837 2.4428 -6.8488  0.077
H -0.9244 1.0536 -5.8877  0.063
H -1.3047 2.4031 -5.2003  0.065
C 3.2123 -1.4282 0.1309  -0.082
C 4.3351 -0.9419 -0.7221  -0.322
O 4.7553 -1.9968 -1.4837  -0.147
C 5.8211 -1.7650 -2.3172  -0.356
C 6.1252 -2.9907 -3.1171  -0.085
H 2.6226 -0.7332 1.0279  0.136
H 3.5035 -2.1255 0.9264  0.053
H 2.4168 -1.8642 -0.5766  0.090
H 5.1172 -0.4964 -0.1260  0.121
H 3.8396 -0.2181 -1.4579  0.119
H 6.7530 -1.5452 -1.7766  0.114
H 5.6595 -0.8143 -2.8962  0.131
H 5.0873 -3.0661 -3.5106  0.082
H 6.4535 -3.7954 -2.4518  0.073
H 6.7978 -3.1527 -4.0502  0.108
C -0.5268 -3.5270 1.0715  -0.055
C -0.6014 -2.7268 -0.2575  -0.230
O -0.3781 -1.3084 0.0524  -0.193
C -0.3299 -0.5645 -1.2235  -0.253
C -0.0980 0.8072 -0.6624  -0.043
H -1.3150 -3.1787 1.6917  0.039
H 0.4323 -3.4154 1.5829  0.063
H -0.5771 -4.6245 0.8416  0.091
H -1.4969 -2.8006 -0.7647  0.078
H 0.2126 -3.0516 -1.0183  0.135
H -1.0764 -0.5998 -1.8827  0.055
H 0.3430 -1.0181 -1.9330  0.097
H 0.1932 1.4681 -1.5216  0.077
H 0.4700 0.6771 0.1860  0.039
H -1.1128 1.3178 -0.4197  0.101
C -1.7466 3.6843 -2.3683  -0.083
C -0.7016 4.1715 -1.4065  -0.331
O -1.1193 3.8566 -0.0958  -0.199
C -0.2262 4.3818 0.9168  -0.260
C -0.9320 3.8945 2.2075  -0.068
H -1.3426 3.8300 -3.3560  0.042
H -2.8204 4.2757 -2.2931  0.149
H -1.8424 2.6177 -2.5129  0.040
H -0.5417 5.3211 -1.6432  0.154
H 0.2160 3.8847 -1.6457  0.034
H -0.2573 5.5946 0.7560  0.156
H 0.8829 4.0383 0.8410  0.135
H -1.8545 4.4781 2.1195  0.078
H -0.2132 4.2216 3.0663  0.115
H -0.9825 2.8704 2.1903  0.007
C 2.6619 -1.7615 5.1825  -0.037
C 1.7721 -1.4268 3.8945  -0.278
O 0.9683 -0.4261 4.4040  -0.145
C -0.1112 -0.1415 3.3849  -0.153
C -1.1230 0.6129 4.1313  -0.044
H 3.2892 -2.6052 5.0438  0.042
H 1.9914 -1.9702 6.0045  0.069
H 3.2840 -1.0253 5.5173  0.030
H 1.2139 -2.3872 3.5798  0.110
H 2.4557 -1.1580 3.1285  0.070
H -0.6908 -1.1031 3.2222  0.132
H 0.3050 0.4427 2.7616  0.049
H -0.7698 1.3627 4.5645  0.012
H -1.8230 0.9963 3.3449  0.107
H -1.6022 0.2781 4.8586  0.016
C -4.1528 -1.9165 1.6191  -0.064
C -3.6879 -0.6191 1.1718  -0.359
O -4.1761 0.4611 1.8862  -0.167
C -4.0321 1.8049 1.2536  -0.298
C -4.8248 2.7392 2.0304  -0.078
H -3.6709 -2.7502 1.2602  0.037
H -5.3663 -1.9105 1.6157  0.145
H -3.9460 -1.9432 2.6627  0.060
H -3.9570 -0.4822 0.1760  0.083
H -2.6461 -0.6563 1.1738  0.088
H -4.3506 1.7548 0.0776  0.151
H -2.9865 1.7547 1.2457  0.066
H -4.3057 2.5675 3.0530  0.116
H -5.8112 2.4880 1.9724  0.026
H -4.6128 3.8162 1.2611  0.183
C 2.7297 -5.3945 3.4124  -0.065
C 1.2890 -5.8116 3.6288  -0.263
O 0.6096 -4.7607 4.3037  -0.212
C -0.7309 -5.0182 4.6904  -0.338
C -1.2143 -3.8184 5.1326  -0.130
H 3.2131 -5.2838 4.4293  0.105
H 2.9246 -4.3982 3.0709  0.046
H 3.2147 -5.9173 2.6610  0.048
H 1.3432 -6.7121 4.3015  0.129
H 0.6748 -6.0333 2.7630  0.102
H -0.8425 -5.8851 5.3479  0.135
H -1.0411 -5.1409 3.6090  0.133
H -0.9666 -2.9383 4.4704  0.070
H -0.7087 -3.3991 6.1227  0.134
H -2.3534 -3.6413 5.1681  0.114